[1]
Formula: C21H26N2S
Source: the Open Molecules 2025 dataset
Level of theory: wB97M-V/def2-TZVPD

Computed properties:
Orbital gap (eV): 7.81
Relative energy (zero: lowest compared OMol25 entry of this formula, charge and spin) (eV): 1.890
SMILES: C=C(/C=C/c1ccccc1)Nc1ccccc1SCCCN(C)C
Multiplicity: 1
Net charge: 0

Last column: natural (NBO) charge in e.
Positions of all 50 atoms, in Å:
C -3.2950 1.4103 2.3649  -0.4878
C -1.9379 1.3637 1.9914  0.1612
C -1.5684 2.0081 0.7215  -0.1946
C -0.2712 2.0649 0.2585  -0.1981
C 0.0992 2.6890 -1.0178  -0.0723
C -0.8783 3.2849 -1.8352  -0.1883
C -0.4526 3.9834 -2.9716  -0.2019
C 0.9056 4.0076 -3.3098  -0.2194
C 1.8690 3.4388 -2.4416  -0.1990
C 1.4412 2.7360 -1.3164  -0.2003
N -0.9010 0.8465 2.7537  -0.6304
C -0.8643 -0.2577 3.6023  0.1679
C -1.6844 -0.4159 4.7267  -0.2389
C -1.5542 -1.6137 5.5020  -0.1797
C -0.5255 -2.5184 5.2064  -0.2459
C 0.3381 -2.3186 4.1197  -0.1842
C 0.1670 -1.2198 3.2771  -0.2323
S 1.2729 -0.8999 1.9579  0.2343
C 0.3897 -1.7835 0.6325  -0.5044
C 1.3102 -1.7790 -0.5916  -0.4313
C 0.4786 -1.9511 -1.8481  -0.2072
N 1.2403 -2.4504 -2.9945  -0.4419
C 2.3649 -1.5275 -3.4353  -0.4243
C 0.4322 -2.9008 -4.1332  -0.4067
H -4.0386 1.8962 1.7346  0.2041
H -3.6554 0.9196 3.2681  0.1972
H -2.3932 2.4651 0.1623  0.2123
H 0.5382 1.6241 0.8184  0.1958
H -1.9342 3.3304 -1.5848  0.2108
H -1.1809 4.4033 -3.6488  0.2130
H 1.2173 4.4809 -4.2381  0.2145
H 2.9432 3.4870 -2.6795  0.2157
H 2.1520 2.2495 -0.6780  0.2116
H -0.0083 0.9385 2.2247  0.4042
H -2.4317 0.3528 4.9430  0.2261
H -2.2410 -1.7764 6.3331  0.2195
H -0.2876 -3.3755 5.8378  0.2179
H 1.1274 -3.0404 3.8808  0.2235
H -0.5962 -1.3197 0.4308  0.2195
H 0.1614 -2.7933 0.9400  0.2195
H 1.9117 -0.8716 -0.6609  0.2048
H 2.0627 -2.5649 -0.5312  0.2220
H -0.3301 -2.6667 -1.6680  0.1946
H -0.0202 -0.9855 -2.1319  0.1642
H 3.1251 -1.4638 -2.6573  0.1980
H 2.0315 -0.5379 -3.6575  0.1749
H 2.8868 -1.9393 -4.3342  0.2034
H -0.1292 -2.0503 -4.6079  0.1566
H -0.3188 -3.6170 -3.7804  0.1987
H 1.0320 -3.3418 -4.9345  0.2028

Cartesian forces (eV/Å) of the 2 atoms listed first:
2.5 -0.5 -0.4
-3.5 0.6 0.9



[2]
Formula: C54H135N9O18
Source: the Open Molecules 2025 dataset
Level of theory: wB97M-V/def2-TZVPD

Computed properties:
<S²>: 0.755
Orbital gap (spin up / spin down) (eV): 7.98 / 3.00
Relative energy (zero: lowest compared OMol25 entry of this formula, charge and spin) (eV): 2.822
Multiplicity: 2
Net charge: +1

Last column: Mulliken spin population.
Positions of all 216 atoms, in Å:
C 5.5810 -0.7299 -4.5395  0.0001
O 4.8345 0.4127 -4.3807  0.0002
C 4.4687 0.6852 -3.0747  -0.0015
C 4.2568 2.1777 -2.9464  0.0017
N 4.2363 2.6304 -1.5600  0.0071
C 4.2727 4.1228 -1.3755  -0.0051
C 4.1383 4.5267 0.1304  -0.0056
O 2.8912 4.3089 0.7681  -0.0022
C 2.7817 4.6244 2.1460  0.0025
H 5.0246 -1.5663 -4.1165  0.0000
H 6.5188 -0.5323 -4.0203  -0.0001
H 5.8219 -0.9769 -5.5734  0.0000
H 5.2832 0.3464 -2.4345  0.0001
H 3.5785 0.1147 -2.8094  -0.0010
H 3.3223 2.4772 -3.4209  0.0017
H 5.0952 2.7009 -3.4060  0.0007
H 3.3390 2.3056 -1.2291  -0.0098
H 3.5173 4.7296 -1.8749  0.0000
H 5.1374 4.5313 -1.8984  -0.0006
H 4.6114 5.5057 0.2060  0.0000
H 4.7283 3.7623 0.6361  0.0203
H 2.8298 5.7121 2.1979  0.0001
H 3.6783 4.1665 2.5639  -0.0003
H 1.9343 4.3218 2.7611  0.0001
C 8.1778 2.2963 4.6325  -0.0008
O 8.0687 1.9053 3.2848  0.0021
C 6.6714 1.5289 3.0128  0.0681
C 6.6349 1.4593 1.4366  -0.0222
N 5.3161 1.1798 0.8697  0.8006
C 4.8234 -0.1662 0.9720  0.0042
C 5.7651 -1.1911 0.2505  0.0937
O 5.1763 -2.2829 -0.2858  0.0081
C 6.0722 -3.0702 -0.9971  0.0060
H 7.5345 1.7001 5.2797  0.0004
H 7.7257 3.2880 4.6496  0.0002
H 9.2125 2.1755 4.9532  0.0010
H 5.9803 2.3137 3.3203  -0.0074
H 6.5034 0.6124 3.5783  -0.0077
H 7.3952 0.7479 1.1143  0.0635
H 6.8358 2.4467 1.0209  0.0048
H 5.1767 1.6049 -0.0358  -0.0439
H 3.8011 -0.1815 0.5942  0.0299
H 4.5329 -0.4638 1.9796  -0.0186
H 6.5643 -1.5115 0.9189  0.0120
H 6.2820 -0.7286 -0.5903  -0.0026
H 6.4879 -2.5660 -1.8695  0.0005
H 5.4848 -3.9612 -1.2191  0.0007
H 6.8886 -3.5308 -0.4407  -0.0012
C 1.3578 -1.5996 -4.3511  0.0001
O -0.0242 -1.5996 -4.0741  0.0000
C -0.3584 -2.3911 -2.9203  0.0000
C -1.8887 -2.3149 -2.8807  0.0001
N -2.4183 -2.7579 -4.1446  0.0000
C -3.7070 -2.0841 -4.4822  0.0000
C -4.2567 -2.4968 -5.8723  0.0000
O -3.7342 -1.6613 -6.9090  0.0000
C -3.7559 -2.2976 -8.2349  0.0000
H 1.9571 -1.7719 -3.4570  0.0000
H 1.5886 -0.6295 -4.7912  0.0000
H 1.6144 -2.3481 -5.1008  0.0000
H 0.0608 -1.9454 -2.0182  0.0000
H -0.1506 -3.4545 -3.0390  0.0000
H -2.2375 -1.3084 -2.6497  0.0000
H -2.2613 -2.9521 -2.0786  0.0000
H -1.7754 -2.3849 -4.8284  0.0000
H -3.5241 -1.0101 -4.5171  0.0000
H -4.4627 -2.2034 -3.7059  -0.0001
H -5.3460 -2.4724 -5.8390  0.0000
H -4.1789 -3.5687 -6.0536  0.0000
H -4.7689 -2.5685 -8.5325  0.0000
H -3.0040 -3.0867 -8.2322  0.0000
H -3.3679 -1.6887 -9.0516  0.0000
C 2.4769 5.7338 -4.4072  -0.0001
O 2.1533 4.4354 -4.8721  0.0001
C 2.6306 4.0996 -6.1868  0.0001
C 2.1934 2.6892 -6.4205  0.0002
N 0.7650 2.6555 -6.7750  0.0000
C 0.2272 1.2648 -6.7524  0.0000
C -0.4777 1.0245 -5.4255  0.0001
O -1.3570 2.0769 -5.0621  0.0000
C -2.2494 1.7474 -4.0302  0.0002
H 1.9521 5.8851 -3.4639  0.0000
H 2.1971 6.4787 -5.1522  0.0000
H 3.5587 5.8248 -4.3099  0.0000
H 3.7205 4.1165 -6.1853  0.0000
H 2.1592 4.6800 -6.9799  0.0000
H 2.5270 2.0680 -5.5893  -0.0001
H 2.6791 2.2557 -7.2947  0.0000
H 0.1664 3.1211 -6.1080  0.0000
H 1.0846 0.6154 -6.9290  0.0000
H -0.5710 1.0778 -7.4707  0.0000
H 0.2759 0.9503 -4.6416  -0.0001
H -0.9527 0.0504 -5.5422  0.0000
H -3.0674 1.1450 -4.4254  -0.0001
H -2.7889 2.6178 -3.6568  -0.0001
H -1.8440 1.4081 -3.0770  -0.0001
C -8.2998 -5.0484 1.3067  0.0000
O -9.4945 -4.8055 0.6355  0.0000
C -9.7136 -5.7379 -0.5079  0.0000
C -8.6463 -5.7054 -1.5708  0.0000
N -8.4024 -4.3077 -2.0652  0.0000
C -7.0902 -4.2072 -2.8469  0.0000
C -5.8879 -4.0124 -1.8890  0.0001
O -6.2590 -2.9788 -0.9917  0.0000
C -5.2367 -2.6824 -0.0274  0.0001
H -8.1828 -4.4303 2.1970  0.0000
H -7.4622 -4.7531 0.6747  0.0000
H -8.0968 -6.0580 1.6637  0.0000
H -10.6677 -5.4509 -0.9499  0.0000
H -9.7120 -6.7660 -0.1458  0.0000
H -8.9123 -6.3927 -2.3739  0.0000
H -7.7314 -6.0780 -1.1100  0.0000
H -8.3698 -3.7103 -1.2514  0.0000
H -7.1507 -3.2515 -3.3676  0.0000
H -6.8883 -4.9629 -3.6060  0.0000
H -4.9451 -3.7032 -2.3402  -0.0001
H -5.6687 -4.9077 -1.3072  0.0000
H -4.4983 -1.9483 -0.3499  -0.0001
H -4.6077 -3.5489 0.1767  0.0000
H -5.8097 -2.4079 0.8583  0.0000
C -1.9614 -3.0140 1.9863  0.0000
O -1.5536 -1.6772 1.8794  0.0000
C -2.4865 -0.6184 1.4683  -0.0001
C -1.7610 0.7441 1.6873  0.0000
N -0.3085 0.5874 1.7673  0.0000
C 0.2801 0.5447 0.4302  -0.0010
C 0.3774 1.9027 -0.2510  0.0008
O 1.0604 1.8140 -1.4896  0.0003
C 0.8936 3.0510 -2.2492  -0.0002
H -1.5175 -3.4878 2.8618  0.0000
H -1.5707 -3.5668 1.1320  0.0000
H -3.0333 -3.0699 2.1765  0.0000
H -3.4073 -0.7173 2.0432  0.0000
H -2.8314 -0.6667 0.4355  0.0002
H -2.0922 1.1422 2.6464  0.0000
H -2.0167 1.5511 1.0007  0.0001
H -0.2554 -0.3870 2.0276  0.0000
H -0.3264 -0.1172 -0.1880  -0.0002
H 1.2598 0.1004 0.6062  0.0007
H 1.0260 2.5612 0.3269  -0.0004
H -0.6152 2.3364 -0.3723  -0.0002
H -0.1715 3.2786 -2.2067  -0.0002
H 1.2215 2.9003 -3.2777  0.0004
H 1.4065 3.9301 -1.8590  -0.0001
C -6.2847 0.5482 1.9036  0.0000
O -5.6954 0.2807 0.5984  0.0000
C -5.5823 1.3599 -0.3072  0.0000
C -4.7139 0.9941 -1.5834  0.0000
N -5.2336 -0.2214 -2.2311  0.0000
C -6.5388 0.0268 -2.8803  0.0000
C -6.3830 0.9712 -4.1824  0.0000
O -6.7144 2.2589 -3.6274  0.0000
C -6.4440 3.4000 -4.4475  0.0000
H -5.8895 1.3655 2.5068  0.0000
H -6.2094 -0.3034 2.5798  0.0000
H -7.3706 0.6080 1.8313  0.0000
H -5.2707 2.2850 0.1777  0.0000
H -6.5005 1.6250 -0.8315  0.0000
H -3.6815 0.9725 -1.2346  0.0001
H -4.7008 1.8438 -2.2660  0.0000
H -5.4486 -0.7404 -1.3918  0.0000
H -7.3203 0.3561 -2.1955  0.0000
H -6.8459 -0.9603 -3.2257  0.0000
H -7.1587 0.7879 -4.9259  0.0000
H -5.4352 0.9975 -4.7201  0.0000
H -5.5074 3.9082 -4.2183  0.0000
H -7.0139 4.2538 -4.0809  0.0000
H -6.7790 3.2096 -5.4671  0.0000
C 2.1497 -2.6398 3.7320  0.0001
O 3.5127 -2.5761 4.0141  -0.0002
C 3.6930 -2.1827 5.4129  0.0003
C 5.1855 -1.9993 5.7889  0.0002
N 5.4368 -1.7748 7.2088  0.0000
C 6.8700 -1.5118 7.5029  0.0000
C 7.7010 -2.8226 7.5973  0.0000
O 7.3817 -3.4765 8.8191  0.0000
C 8.1454 -4.6308 9.0864  0.0000
H 1.9685 -3.2583 2.8530  0.0000
H 1.6582 -1.6674 3.6996  -0.0001
H 1.5320 -3.1581 4.4655  0.0000
H 3.1107 -2.9041 5.9861  0.0000
H 3.2003 -1.2106 5.4331  -0.0002
H 5.7051 -1.2555 5.1849  -0.0004
H 5.5770 -2.9316 5.3818  0.0000
H 5.3808 -2.6556 7.6999  0.0000
H 6.9085 -1.0072 8.4682  0.0000
H 7.3376 -0.7737 6.8513  0.0000
H 8.7358 -2.4816 7.5693  0.0000
H 7.6406 -3.4765 6.7273  0.0000
H 9.2240 -4.5475 9.2199  0.0000
H 7.9339 -5.3237 8.2720  0.0000
H 7.8289 -5.1033 10.0162  0.0000
C -3.0753 4.0574 3.1111  0.0000
O -2.6508 3.0731 4.0287  0.0000
C -1.2019 3.1540 4.2845  0.0001
C -0.7468 2.0164 5.1896  0.0000
N 0.7086 1.8611 5.1866  0.0001
C 0.9681 0.9103 6.2623  0.0001
C 0.9092 1.5505 7.6774  0.0000
O -0.3642 1.1829 8.2076  0.0000
C -0.7595 1.7649 9.4843  0.0000
H -3.1066 4.9738 3.7004  0.0000
H -4.1381 3.9371 2.9010  0.0000
H -2.5247 4.2001 2.1812  0.0000
H -0.8792 4.1374 4.6266  0.0000
H -0.6831 3.0670 3.3299  -0.0001
H -1.2219 1.0793 4.8997  0.0000
H -1.0803 2.3382 6.1761  0.0000
H 0.8076 1.4628 4.2637  -0.0002
H 1.9832 0.6087 6.0038  -0.0001
H 0.3160 0.0385 6.2086  0.0000
H 0.8487 2.6385 7.6496  0.0000
H 1.6803 1.1463 8.3333  0.0000
H -1.5497 1.1057 9.8436  0.0000
H -1.0957 2.8005 9.4324  0.0000
H 0.0673 1.7818 10.1944  0.0000

Cartesian forces (eV/Å) of the 2 atoms listed first:
0.5 -0.7 0.4
-0.9 1.4 -1.7



[3]
Formula: C3H4MgO2
Source: the Open Molecules 2025 dataset
Level of theory: wB97M-V/def2-TZVPD

Computed properties:
<S²>: 0.750
Orbital gap (spin up / spin down) (eV): 7.67 / 7.37
Relative energy (zero: lowest compared OMol25 entry of this formula, charge and spin) (eV): 2.201
Multiplicity: 2
Net charge: +1

Last column: Mulliken spin population.
Positions of all 10 atoms, in Å:
C -1.1023 -0.1743 0.4627  0.0012
C -0.2198 1.0228 0.5782  0.0026
H -0.2782 1.6174 1.5013  0.0029
H -0.4833 1.6200 -0.3222  -0.0026
C 1.1758 0.5165 0.2739  -0.0061
O 2.1625 0.8493 0.9164  -0.0044
Mg 4.1973 0.7568 0.7700  1.0211
H 1.2853 -0.0991 -0.6379  -0.0146
O -2.0138 -0.1004 1.3818  -0.0002
H -2.3564 -0.9801 1.5944  0.0001

Cartesian forces (eV/Å) of the 2 atoms listed first:
0.0 -0.9 0.4
0.7 0.1 -0.4